12 unconnected molecules or ions with the total composition C6H31NO11 at a distorted geometry, computed with ωB97M-V with the def2-TZVPD basis set.

- energy above the lowest of the compared OMol25 structures with the same formula, charge and spin (eV) = 0.000
- E_tot (eV) = -30739.15513
- SMILES = Cc1c[nH]c(C)c1.O.O.O.O.O.O.O.O.O.O.O

Last column: Mulliken charge in e.
Element x y z (Å)
C1 -1.35 -3.28 1.42  -1.615
C2 -1.17 -1.85 1.68  0.843
C3 -0.15 -1.27 2.44  -1.230
N1 -0.32 0.11 2.45  0.092
C4 -1.41 0.42 1.67  0.378
C5 -1.96 -0.80 1.18  -0.172
C6 -1.85 1.82 1.47  -1.434
H1 -2.36 -3.55 1.21  0.400
H2 -0.69 -3.65 0.58  0.312
H3 -1.06 -3.91 2.37  0.357
H4 0.66 -1.76 2.94  0.436
H5 0.34 0.73 2.80  0.330
H6 -2.79 -0.94 0.55  0.492
H7 -2.44 1.97 0.55  0.320
H8 -2.45 2.16 2.34  0.344
H9 -1.00 2.50 1.38  0.319
H10 1.50 1.11 0.83  0.271
H11 2.53 2.11 1.43  0.299
O1 1.95 1.40 1.67  -0.774
H12 -0.10 3.09 -1.69  0.305
H13 -0.53 1.73 -1.02  0.223
O2 0.12 2.52 -0.95  -0.613
H14 1.75 -0.68 0.23  0.518
H15 2.77 -0.36 1.83  0.345
O3 2.96 -1.05 1.28  -0.781
H16 1.08 0.60 -1.97  0.226
H17 -0.10 0.74 -2.88  0.449
O4 0.86 0.66 -2.88  -0.802
H18 -0.72 -2.14 -2.05  0.452
H19 -1.64 -2.32 -0.88  0.252
O5 -1.63 -1.97 -1.75  -0.805
H20 3.13 3.03 -1.28  0.256
H21 1.77 2.26 -0.86  0.386
O6 2.78 2.34 -0.73  -0.701
H22 -1.69 -0.31 -1.62  0.395
H23 -2.64 0.86 -1.30  0.247
O7 -1.73 0.68 -1.60  -0.721
H24 1.15 -1.43 -1.57  0.477
H25 1.03 -1.33 -3.06  0.375
O8 0.96 -1.99 -2.35  -0.890
H26 3.85 0.97 -0.70  0.384
H27 3.68 -0.67 0.66  0.429
O9 4.44 0.21 -0.54  -0.700
H28 0.29 -0.42 0.00  0.196
H29 4.47 -0.17 -1.41  0.339
O10 1.13 -0.22 -0.33  -0.146
H30 -4.30 0.57 0.21  0.267
H31 -4.92 0.52 -1.15  0.317
O11 -4.20 0.98 -0.59  -0.645